# 1
The following is a quantum chemistry calculation of C6H12N2PSY as an isolated structure in a non-equilibrium geometry, from OMol25.

Output
Kohn-Sham gap = 0.1660 Eh
calculated total energy = -1123.03102 a.u.

Structure (ORCA input):
```
! wB97M-V def2-TZVPD RIJCOSX def2/J DEFGRID3
* xyz 0 1
H -0.27654 0.12962 -1.84590
C -1.45494 0.74485 0.06362
C 1.24715 -3.42838 1.73538
H -2.29556 1.36877 -3.17064
H -3.14362 1.75262 1.11478
H -0.83037 0.36473 0.88132
H 2.83836 -2.35415 2.49098
H 2.79417 0.80735 1.93255
H 3.31345 -3.64100 1.56655
H -4.04550 2.34061 -1.36063
S -0.03578 -2.40024 2.26707
N 1.02210 -4.29377 0.64395
H 0.07935 -4.69870 0.62535
N 2.56711 -2.95142 1.70192
Y 1.05206 -1.86677 0.02649
H 2.95249 1.29190 -0.16083
C -2.20969 1.27729 -2.08916
H 1.68794 -5.06043 0.50102
P 2.86664 0.11960 0.66781
C -1.15847 0.61437 -1.40563
H 4.27591 -0.17863 0.69080
C -2.65968 1.47998 0.17798
C -3.13264 1.79526 -1.13142
*
```



# 2
The following is a quantum chemistry calculation of one molecule with the formula C3H5NS in a non-equilibrium geometry, from OMol25.

Output
Kohn-Sham gap = 0.3122 Eh
energy relative to the best compared isomer or geometry (same formula, charge and spin) = 77.6 kcal per mole
calculated total energy = -570.11095 a.u.
SMILES = S=C1CNC1

Structure (ORCA input):
```
! wB97M-V def2-TZVPD RIJCOSX def2/J DEFGRID3
* xyz 0 1
H 0.32308 1.88619 -0.84661
H -1.72609 0.27709 -0.92227
C 0.93120 -0.17256 0.00960
H -0.03079 1.71589 1.08527
C 0.03015 1.05190 0.09159
H -0.48147 -2.07392 -0.72944
S 2.50789 -0.10012 -0.00931
C -0.29621 -1.18757 0.05418
H -0.15941 -1.47114 1.22048
N -1.09835 0.07423 0.04651
*
```



# 3
The following is a quantum chemistry calculation of one molecule with the formula C3H3NO2S in a non-equilibrium geometry, from OMol25.

Output
Kohn-Sham gap = 0.3889 Eh
energy relative to the best compared isomer or geometry (same formula, charge and spin) = 78.8 kcal per mole
calculated total energy = -719.45473 a.u.

Structure (ORCA input):
```
! wB97M-V def2-TZVPD RIJCOSX def2/J DEFGRID3
* xyz 0 1
O -0.72746 -2.37553 0.02633
H 2.53965 0.71849 0.59336
S -0.47057 -1.16449 -0.69311
O -2.48135 2.12493 0.03023
C 1.88398 0.17261 -0.03517
H 1.77742 0.17645 -1.09579
N -1.68009 -0.00906 -0.34411
C 0.69850 -0.26816 0.35872
C -2.02830 1.11030 -0.24472
H 0.48820 -0.48552 1.40425
*
```



# 4
The following is a quantum chemistry calculation of a 15-piece molecular cluster, C36H66ClN11O24 overall in a non-equilibrium geometry, from OMol25.

Output
Kohn-Sham gap = 0.2883 Eh
calculated total energy = -4278.29560 a.u.

Structure (ORCA input):
```
! wB97M-V def2-TZVPD RIJCOSX def2/J DEFGRID3
* xyz 0 1
H -7.63248 19.22312 -4.73257
H -3.78225 8.22237 1.95920
C -2.54079 15.85581 2.51510
C -1.24600 16.14663 2.66374
H -1.40221 12.49276 -1.80759
O -6.27351 9.45955 -6.36222
O -6.24372 10.45794 -2.35612
C -4.90339 8.98140 5.09170
H -6.77570 16.57947 0.79950
C 1.70050 10.60529 -6.97789
H -4.52623 16.38451 2.70655
H 1.49282 12.15205 -5.43216
H -2.68339 14.98664 1.89010
N -9.55699 13.23765 -3.96132
H 0.15812 17.44153 3.67417
N -2.89362 15.27693 -6.20843
H -4.21222 14.32351 -4.94351
H -6.88949 9.56450 5.49854
C -3.25777 17.69475 3.87602
O -0.72569 14.15993 -0.23269
C 0.11717 10.51971 -5.14334
C -4.47919 8.48282 2.74205
C -5.82038 8.59462 2.49560
N -0.50403 13.02705 0.01956
C 1.19463 9.42302 -7.47499
H -9.56193 10.87018 -6.22083
H -8.22711 16.05467 1.68657
H -9.52689 10.72212 -0.49372
O -7.52911 15.74652 -1.41839
O -3.14509 16.36710 -5.68992
H -4.72962 7.39523 -2.69361
C 1.16514 11.18871 -5.79409
H 0.98185 8.01671 -4.02039
H -0.36643 7.90438 -7.17600
C -10.23854 14.53689 -3.70515
H -5.26966 8.99978 -4.21454
O -4.03692 10.98027 -1.71733
H 2.16322 7.59789 -2.76075
N -4.11775 16.50995 -0.98820
H -10.69237 14.97929 -4.59195
N -9.63383 7.98879 -2.78601
H -4.55890 9.14659 6.10187
O -0.47272 9.17678 -2.24335
C -8.47481 7.75629 -1.87002
H -7.65426 12.25370 -6.39105
O -4.77439 10.97505 -6.45536
H -0.51622 15.51531 2.17868
H -5.14504 15.18224 -2.26552
C -1.90901 18.05520 3.98236
H -9.04193 12.33922 0.03036
O -6.30111 5.76187 -0.58283
H -8.51286 13.25260 -2.17268
H 0.04073 11.48303 -1.26120
C -4.00921 8.64318 4.07687
C -3.52886 16.62595 3.04324
C -0.87995 11.99874 -0.98828
H -11.10090 14.50326 -3.03935
C -9.21149 12.54123 -2.61309
H -1.18026 8.79554 -5.07695
H 2.46670 11.16092 -7.49809
C -4.23801 15.78415 -2.32113
H -11.16401 11.81873 -4.24561
H -8.90795 18.75309 -3.59400
H -7.15105 11.56330 -4.88199
C 0.11783 8.80713 -6.83404
H 1.61923 9.02321 -8.38399
H 1.89248 9.30734 -3.05784
N -8.14814 17.27136 -4.98680
H -9.22853 19.04574 -5.33636
O -0.06779 12.63835 1.06474
H -4.36231 16.42127 -3.19676
C -10.32059 12.19661 -4.82348
H -7.40831 13.91939 -4.20516
H -0.34721 11.00756 -4.29909
H -1.41923 11.27172 -0.38107
H -3.32314 15.19266 -2.35683
C -4.47114 9.15886 -4.93922
C -4.94037 12.34258 2.86263
O -6.14743 14.15078 3.88051
O -9.93731 7.09363 -3.61164
N -5.18255 9.90785 -6.03847
N -8.18772 15.74523 -0.40266
H -3.86891 8.28752 -5.19648
H -4.91480 11.26729 3.03920
C -9.25397 11.28260 -5.26001
H -7.11419 14.81464 1.11114
H -3.67131 6.90152 -1.37240
O -5.27412 12.57084 -2.71834
O 0.56248 7.74824 -0.90657
H -2.52716 14.01229 -4.59100
C -7.96969 12.10243 -5.35872
C -6.70517 9.06433 3.44721
O -5.47371 5.19210 -2.50025
N -5.52434 13.10492 4.07882
C -6.22083 9.18864 4.73826
C -10.40851 12.25121 -1.71288
N -5.57208 5.92575 -1.53785
H -7.50954 7.73113 -2.37570
H -2.93167 8.62783 4.14804
C -8.24238 13.45030 -4.72708
H -8.53126 8.56469 -1.14104
O -7.14732 16.77988 -4.43372
H -3.71618 9.80751 -4.49492
H -3.31876 13.11793 -5.94919
H -10.59501 11.70889 0.43996
O -3.62650 17.64424 -1.03630
H -3.98660 18.39637 4.25408
C -0.88160 17.23878 3.46375
C -9.86702 11.75030 -0.37024
H -7.74384 9.22361 3.19780
O -8.93914 16.67694 -5.68785
H -11.16166 11.58879 -2.13956
O -9.41515 15.67973 -0.48238
H -11.07581 13.08904 -1.51078
O -2.28219 15.13327 -7.22765
O -4.60201 15.87860 -0.04426
H -9.61473 15.19673 -3.10219
H -5.14758 7.88971 -1.02001
H -8.78805 6.84061 -1.36850
H -5.55864 12.54644 1.98839
O -5.26478 12.69729 5.19848
C -8.53439 18.62347 -4.60975
C -7.52979 15.79755 0.88922
N 0.43845 8.36723 -1.98678
H -3.89246 12.59769 2.70482
H -8.47799 14.13182 -5.54447
H -6.20914 8.42138 1.50300
H -10.73141 12.71126 -5.69208
Cl -5.38734 11.48942 -1.82243
C 1.41479 8.32765 -3.06961
H -1.59646 18.96381 4.47545
H -9.21100 10.49162 -4.51127
C -4.70664 7.11050 -1.64170
O -5.73095 11.90958 -0.53095
H -8.72793 11.57822 -2.77703
C -3.25827 14.05648 -5.39824
C -0.41773 9.32953 -5.62450
O -10.26204 9.04400 -2.67462
*
```